one:
The following is a DFT calculation (wB97M-V/def2-TZVPD) of a 2-piece molecular cluster, C5H12NO2 overall.

Structure (XYZ):
```
20
C5H12NO2 wB97M-V/def2-TZVPD
C -0.03114 0.43820 0.23384
C 0.23968 -0.11011 1.60250
C -1.81155 2.04854 0.99505
C 1.39929 -1.85772 -1.00170
C -1.07517 1.28876 -0.01586
N 2.10840 -1.98312 -2.12285
O 0.79644 0.09870 -0.77376
O -1.20246 1.48067 -1.37974
H 0.26564 -1.12267 1.46818
H -0.61626 0.12932 2.22570
H 1.13380 0.24401 2.04978
H -2.16381 1.46875 1.86054
H -2.52573 2.66229 0.51404
H -1.13437 2.64335 1.49770
H 0.46465 -2.53676 -0.92048
H 2.07163 -1.88137 -0.09971
H 0.60408 0.33252 -1.72798
H 3.08737 -1.70502 -2.11576
H 1.75544 -2.07410 -3.09086
H -2.08790 1.98387 -1.49528
```

Properties
* orbital gap (spin up / spin down): 7.318 / 7.319 eV
* HOMO energy (spin up / spin down): -11.445 / -11.445 eV
* charge: +1

---

two:
The following is a DFT calculation (wB97M-V/def2-TZVPD) of a 2-piece molecular cluster, C5H12NO2 overall.

Structure (XYZ):
```
20
C5H12NO2 wB97M-V/def2-TZVPD
O -1.17690 -2.22789 0.49566
C -1.22436 -1.04676 0.29228
C -0.33662 -0.57720 -0.90543
C 0.54446 0.63251 -0.62106
C 1.43026 0.16183 0.49669
C 2.70809 -0.16116 0.35217
N -1.42115 -0.05294 -1.93483
H -1.79862 -0.36699 0.92334
H 0.25355 -1.28926 -1.45608
H 0.01858 1.44596 -0.13979
H 1.00411 0.78475 -1.59567
H 0.82640 -0.04137 1.35796
H 3.03831 -0.18440 -0.67540
H 3.45053 -0.45622 1.11313
H -2.21263 -0.74041 -1.88942
H -0.94595 0.08993 -2.84283
H -1.69674 0.94094 -1.84405
H -1.58570 0.86202 3.27823
H 0.01971 1.13224 2.93869
O -0.89534 1.09444 2.65643
```

Properties
* orbital gap: 9.634 eV
* HOMO energy: -13.584 eV
* charge: +1

---

Quick look at relative energies in eV: one 0.134; two 0.000.

---

one:
The following is a DFT calculation (wB97M-V/def2-TZVPD) of a 16-piece molecular cluster, CH31O18 overall.

Structure (XYZ):
```
50
CH31O18 wB97M-V/def2-TZVPD
C -0.12498 -0.30495 -0.56420
O -0.63914 -1.26043 0.02919
O -0.00080 0.85296 0.06764
O 0.29399 -0.37501 -1.70741
H -0.29662 0.96039 0.94838
O -1.79932 -0.65434 -3.10351
H -0.97810 -0.54433 -2.64018
H -2.37748 -1.16919 -2.52415
O -3.62331 -0.66046 1.29149
H -2.99657 -0.00004 1.55225
H -3.19154 -1.34248 1.70825
O 2.79333 -1.32141 -1.61812
H 3.15708 -1.27111 -0.74218
H 1.89040 -1.02411 -1.58259
O 0.89599 2.45725 -2.34691
H 0.76002 3.28339 -1.91043
H 0.50604 1.81342 -1.84179
O -0.22684 -3.75333 -1.69878
H -0.45187 -2.92808 -1.23336
H -0.52523 -4.41041 -1.11187
O -1.10037 1.06588 2.59295
H -0.79364 0.24122 3.04455
H -1.00370 1.71578 3.30307
O 0.95023 3.76646 0.00467
H 0.53431 2.89870 -0.00216
H 0.33329 4.49850 0.26020
O 3.29793 0.93237 -3.45082
H 3.28717 1.81551 -3.13099
H 2.74803 0.39551 -2.93156
O -0.65553 -1.49197 3.33286
H -0.47907 -2.05931 2.61211
H -0.81682 -2.27268 3.95641
O -2.94220 -2.07008 -1.21645
H -2.38860 -1.90380 -0.47769
H -3.54175 -2.81945 -1.16957
O 0.40280 -3.24955 1.55369
H 0.06265 -2.70762 0.82716
H -0.36799 -3.77650 1.83833
O -2.89482 1.49455 -1.62317
H -2.38727 0.80825 -2.04500
H -3.72142 1.50273 -2.14037
O 1.49904 2.70371 2.43626
H 0.55376 2.97382 2.45444
H 1.79493 3.13689 1.66022
O 2.32576 0.00823 2.72912
H 1.74802 0.73510 2.63930
H 2.26404 -0.30866 3.62304
O 2.79907 1.29082 -0.22251
H 2.49532 1.94534 -0.86940
H 2.93180 0.38252 -0.56036
```

Properties
* orbital gap: 8.872 eV
* HOMO energy: -6.877 eV
* charge: -1

---

two:
The following is a DFT calculation (wB97M-V/def2-TZVPD) of a 16-piece molecular cluster, CH31O18 overall.

Structure (XYZ):
```
50
CH31O18 wB97M-V/def2-TZVPD
C -16.38800 -5.43500 -6.41400
O -16.54200 -4.39500 -5.74500
O -15.23600 -6.10100 -6.38700
O -17.28200 -5.91100 -7.16000
H -14.78700 -5.74600 -5.63600
O -18.75700 -3.54100 -4.48800
H -18.41500 -2.77800 -3.99200
H -17.99000 -3.64600 -5.05500
O -17.32200 -8.56800 -5.81100
H -17.75800 -7.78100 -6.04100
H -16.76500 -8.44300 -5.03600
O -19.63800 -4.87400 -7.95100
H -18.78700 -5.18300 -7.66800
H -20.25300 -5.56000 -7.84900
O -15.79700 -8.25000 -3.68100
H -15.26800 -7.44500 -3.52900
H -16.45600 -8.12000 -2.98600
O -16.98200 -2.02700 -6.94700
H -16.60000 -2.88600 -6.70800
H -17.92000 -2.10000 -7.00300
O -16.47600 -4.67200 -9.39500
H -17.11100 -4.47900 -10.08500
H -16.83400 -5.32200 -8.76600
O -15.88700 -4.04800 -3.17400
H -16.61400 -4.30600 -2.64100
H -16.33300 -4.09100 -4.03000
O -14.80000 -1.31500 -5.25600
H -14.57000 -2.23200 -5.27500
H -15.40600 -1.14100 -5.95100
O -18.87100 -6.48200 -4.30100
H -19.31300 -6.71700 -5.15400
H -18.67700 -5.54000 -4.39000
O -13.92400 -5.97300 -3.38900
H -14.70100 -5.50800 -3.06000
H -13.37200 -6.30900 -2.67000
O -13.47200 -6.60700 -8.53800
H -12.81300 -6.12100 -8.07600
H -13.49600 -6.47700 -9.48000
O -13.52300 -8.17400 -6.16200
H -14.30200 -8.25600 -5.59000
H -13.82600 -7.60800 -6.80600
O -18.53700 -7.86200 -8.77500
H -17.65600 -8.08900 -8.41100
H -19.12800 -7.78700 -8.03100
O -13.19500 -3.59400 -5.71600
H -12.68400 -2.80700 -5.63300
H -13.47500 -3.67500 -6.61800
O -15.88800 -8.06800 -8.40700
H -16.02600 -7.46800 -7.64500
H -15.12200 -7.64600 -8.79000
```

Properties
* orbital gap: 9.615 eV
* HOMO energy: -7.198 eV
* charge: -1

---

Quick look at relative energies in eV: one 0.999; two 0.000.

---

one:
The following is a DFT calculation (wB97M-V/def2-TZVPD) of a 2-piece molecular cluster, C5H15NO overall.

Structure (XYZ):
```
22
C5H15NO wB97M-V/def2-TZVPD
C -0.94119 -0.36344 1.18910
C -0.24843 -0.57406 -0.13739
C -0.82469 -1.85834 -0.78324
N -0.17447 0.55570 -1.06670
C 1.08853 1.17211 -1.28130
C -1.19190 1.56675 -0.82952
H -0.77767 -1.06266 2.02202
H -2.04082 -0.32444 1.16914
H -0.61564 0.59818 1.67318
H 0.76650 -0.80950 0.22203
H -1.19191 -2.45861 0.03441
H -1.58129 -1.59738 -1.52321
H 0.00338 -2.22933 -1.39769
H 1.89555 0.43288 -1.40244
H 1.05647 1.75277 -2.23095
H 1.30848 1.92241 -0.50935
H -1.23228 2.18001 -1.74765
H -0.95580 2.18729 0.06389
H -2.21792 1.23490 -0.61260
O 2.33730 -1.05999 2.39010
H 3.27415 -1.15220 2.57295
H 2.26363 -0.11305 2.18521
```

Properties
* orbital gap: 8.877 eV
* HOMO energy: -8.174 eV
* charge: 0

---

two:
The following is a DFT calculation (wB97M-V/def2-TZVPD) of a 2-piece molecular cluster, C5H15NO overall.

Structure (XYZ):
```
22
C5H15NO wB97M-V/def2-TZVPD
C -0.67721 0.94436 -1.93281
C -1.21906 -0.09261 -0.93186
N -0.23636 -0.29092 0.12019
C -0.42405 -1.59679 0.67942
C -0.46972 0.73050 1.10968
C 0.78234 0.90451 2.09660
H -0.51886 1.88781 -1.38378
H -1.43213 1.11685 -2.71827
H 0.27165 0.65410 -2.41449
H -2.20075 0.13708 -0.47470
H -1.31519 -1.05551 -1.46948
H -0.46554 -2.40452 -0.07054
H -1.31879 -1.66586 1.32073
H 0.47087 -1.74498 1.30694
H -0.57889 1.71044 0.60645
H -1.42671 0.50487 1.61832
H 0.85270 0.06120 2.80404
H 0.59093 1.82821 2.66823
H 1.74863 1.00755 1.57480
O 2.77936 -0.77570 -1.21316
H 1.79636 -0.78572 -1.16981
H 2.99042 -1.07487 -2.12652
```

Properties
* orbital gap: 9.959 eV
* HOMO energy: -9.016 eV
* charge: 0

---

three:
The following is a DFT calculation (wB97M-V/def2-TZVPD) of a 2-piece molecular cluster, C5H15NO overall.

Structure (XYZ):
```
22
C5H15NO wB97M-V/def2-TZVPD
C 0.64945 -1.50047 0.89941
C -0.16612 -1.76871 -0.36971
N -0.58642 -0.63401 -1.21420
C 0.58436 -0.00243 -1.83230
C -1.60683 0.27774 -0.77310
C -1.25219 1.24944 0.42672
H 0.01468 -1.01521 1.64537
H 1.53771 -0.87822 0.82982
H 0.91652 -2.45556 1.35763
H 0.38888 -2.43929 -1.02239
H -1.06559 -2.30807 -0.06683
H 0.26188 0.97153 -2.21219
H 1.36960 0.22562 -1.10782
H 1.01083 -0.58597 -2.64818
H -1.86529 1.01597 -1.53039
H -2.46061 -0.36240 -0.55041
H -2.04221 1.36363 1.16422
H -0.37612 0.80888 0.89149
H -0.88094 2.22173 0.10087
O 2.06100 2.03104 1.65331
H 1.56722 1.25204 1.89479
H 1.94019 2.53272 2.46388
```

Properties
* orbital gap: 8.939 eV
* HOMO energy: -8.100 eV
* charge: 0

---

Quick look at relative energies in eV: one 0.483; two 0.000; three 0.348.

---

one:
The following is a DFT calculation (wB97M-V/def2-TZVPD) of a 2-piece molecular cluster, C5H15NO overall.

Structure (XYZ):
```
22
C5H15NO wB97M-V/def2-TZVPD
C 0.08091 3.03406 -1.75029
C 0.61464 2.24399 -0.52839
N -0.09805 0.92570 -0.48896
C -1.30888 1.09141 0.28096
C 0.80689 -0.08337 0.15031
C 0.14371 -1.36914 0.46574
H -0.13342 4.05371 -1.40699
H -0.91221 2.68174 -2.04630
H 0.73102 2.87901 -2.60181
H 0.54728 2.77093 0.42642
H 1.64067 1.90090 -0.71313
H -2.00764 0.24863 0.11675
H -1.05424 1.14280 1.35885
H -1.94484 1.94538 0.03730
H 1.53495 -0.22833 -0.66497
H 1.37328 0.35285 1.00017
H -0.31402 -1.90684 -0.37151
H -0.72759 -1.30998 1.13010
H 0.82033 -1.97155 1.08191
O 0.40169 -6.41011 1.53394
H -0.06499 -6.03965 0.77442
H -0.12949 -5.95213 2.21549
```

Properties
* orbital gap: 9.336 eV
* HOMO energy: -8.635 eV
* charge: 0

---

two:
The following is a DFT calculation (wB97M-V/def2-TZVPD) of C5H15NO as an isolated structure.

Structure (XYZ):
```
22
C5H15NO wB97M-V/def2-TZVPD
C -2.92446 -0.51639 1.05353
C -1.90450 -0.35183 2.09179
N 0.14834 1.05556 -0.10658
C 1.28426 -1.04440 0.13570
C 0.31088 -0.23546 -0.73281
C 0.86732 -0.09009 -2.23610
H -1.79224 -0.04557 0.83831
H -3.84955 0.13531 1.10452
H -3.15410 -1.59741 0.72440
H -1.70252 0.54707 2.66058
H -1.24424 -1.14337 2.37116
H -0.68893 1.44504 -0.54732
H 2.23989 -0.52082 0.20119
H 0.93244 -0.95694 1.15915
H 1.43140 -2.06145 -0.23478
H -0.58537 -0.81372 -0.78767
H 1.70375 0.48378 -2.14396
H 1.20582 -1.01594 -2.63620
H 0.25459 0.59904 -2.91216
H 1.70268 1.72916 -0.09841
H 3.06477 2.66114 0.07818
O 2.69978 1.73729 0.01745
```

Properties
* orbital gap: 5.032 eV
* HOMO energy: -6.820 eV
* charge: 0

---

three:
The following is a DFT calculation (wB97M-V/def2-TZVPD) of a 2-piece molecular cluster, C5H15NO overall.

Structure (XYZ):
```
22
C5H15NO wB97M-V/def2-TZVPD
C 0.63689 -2.25369 1.11724
C 0.19689 -0.97138 0.38816
C 0.28626 0.33244 1.16328
C 1.09527 1.40860 0.45282
C 0.67775 1.82941 -0.96701
N -0.77308 2.16055 -1.06595
H 1.62250 -2.19186 1.57029
H 0.47789 -3.15209 0.53375
H -0.07919 -2.37133 1.93869
H 0.88783 -0.81141 -0.44500
H -0.76626 -1.15574 -0.09618
H 0.85036 0.12183 2.10709
H -0.64810 0.73525 1.56079
H 2.17230 1.23948 0.38363
H 1.01118 2.34188 1.05938
H 0.86375 0.93693 -1.58824
H 1.34445 2.56127 -1.43113
H -1.02132 1.81411 -1.98725
H -1.28817 1.57967 -0.41364
O -2.22607 -1.53020 -1.59189
H -3.06435 -1.36842 -2.00722
H -2.25678 -1.25532 -0.68162
```

Properties
* orbital gap: 9.936 eV
* HOMO energy: -9.238 eV
* charge: 0

---

four:
The following is a DFT calculation (wB97M-V/def2-TZVPD) of a 2-piece molecular cluster, C5H15NO overall.

Structure (XYZ):
```
22
C5H15NO wB97M-V/def2-TZVPD
C -0.28720 1.15231 -1.63095
C -1.36958 0.55381 -0.61162
N -0.97898 -0.45552 0.31802
C -0.11191 -0.16500 1.41851
C -0.76970 -1.81488 -0.17521
C 0.52607 -2.23239 -0.75715
H 0.07967 0.23474 -2.30053
H 0.61154 1.39258 -0.99455
H -0.58867 2.00052 -2.21879
H -1.84049 1.39919 -0.13252
H -2.20686 0.12457 -1.16146
H 0.20095 -1.03679 2.17481
H 0.76270 0.05013 0.84510
H -0.46295 0.68763 2.05629
H -1.02789 -2.55705 0.59200
H -1.43916 -1.91252 -1.02711
H 1.30577 -1.84747 -0.09660
H 0.69484 -3.33418 -0.89008
H 0.62354 -1.60936 -1.67275
O 2.31875 2.40591 1.28836
H 2.20926 3.34975 1.29599
H 1.45458 2.03650 1.53562
```

Properties
* orbital gap: 8.806 eV
* HOMO energy: -7.984 eV
* charge: 0

---

Quick look at relative energies in eV: one 0.406; two 6.104; three 0.000; four 1.077.

---

one:
The following is a DFT calculation (wB97M-V/def2-TZVPD) of a 2-piece molecular cluster, CH6NO2 overall.

Structure (XYZ):
```
10
CH6NO2 wB97M-V/def2-TZVPD
O 1.26461 1.55760 1.68779
H 1.38677 0.89078 2.39341
N -0.44761 0.52457 -0.00779
C -0.07290 -0.42437 -0.91215
O -1.08184 -1.75273 -1.23048
H 0.48960 1.14864 1.14026
H -1.23321 1.06176 -0.37409
H 0.00143 -0.21058 -1.97758
H 0.79762 -0.87741 -0.42608
H -1.10447 -1.91825 -0.29330
```

Properties
* orbital gap: 7.823 eV
* HOMO energy: -3.062 eV
* charge: -1

---

two:
The following is a DFT calculation (wB97M-V/def2-TZVPD) of a 2-piece molecular cluster, CH6NO2 overall.

Structure (XYZ):
```
10
CH6NO2 wB97M-V/def2-TZVPD
N 0.43031 -1.36713 -0.41710
C -0.74216 -0.68994 0.30666
O -0.45758 0.54632 0.69654
H 0.46890 -2.32275 -0.07434
H 1.23469 -0.95879 0.04947
H -1.00142 -1.38069 1.15769
H -1.59368 -0.77825 -0.41036
H 0.26010 1.54755 -0.36782
H 0.90856 2.96513 -0.12819
O 0.49228 2.43855 -0.81256
```

Properties
* orbital gap: 7.836 eV
* HOMO energy: -3.038 eV
* charge: -1

---

three:
The following is a DFT calculation (wB97M-V/def2-TZVPD) of CH6NO2 as an isolated structure.

Structure (XYZ):
```
10
CH6NO2 wB97M-V/def2-TZVPD
O 1.88601 0.34250 1.33292
H 1.99679 1.00480 2.02306
N -0.37502 0.30720 0.24205
C -0.83408 -0.24260 -0.97110
O -0.59408 -1.62365 -0.71781
H 0.73642 0.35027 0.89092
H -0.72577 1.32193 0.21938
H -1.85044 -0.09597 -1.29034
H -0.20183 0.05907 -1.82886
H -0.03799 -1.42354 0.09979
```

Properties
* orbital gap: 7.490 eV
* HOMO energy: -2.847 eV
* charge: -1

---

Quick look at relative energies in eV: one 0.759; two 0.000; three 1.190.

---

one:
The following is a DFT calculation (wB97M-V/def2-TZVPD) of one molecule with the formula C2H4NOP.

Structure (XYZ):
```
9
C2H4NOP wB97M-V/def2-TZVPD
C -0.36527 -1.79960 -0.16806
C 0.76808 0.88066 -0.09970
N -1.26503 -0.98380 0.05406
O -0.64956 1.39003 0.12491
P -1.93894 0.42836 -0.04022
H 1.10567 0.03430 0.60201
H 0.09226 -2.29866 0.63643
H 1.35307 1.89064 0.01023
H 0.89974 0.45808 -1.11965
```

Properties
* orbital gap (spin up / spin down): 7.859 / 7.861 eV
* HOMO energy (spin up / spin down): -7.554 / -7.556 eV
* charge: 0

---

two:
The following is a DFT calculation (wB97M-V/def2-TZVPD) of a 2-piece molecular cluster, C2H4NOP overall.

Structure (XYZ):
```
9
C2H4NOP wB97M-V/def2-TZVPD
C 1.69220 -0.05587 -0.54388
C 0.44241 -0.25710 -0.17771
N -0.69429 -0.34984 0.26024
H 1.72152 0.07773 -1.73959
H 2.52742 0.00505 0.15308
H -1.15444 -1.19860 -0.09513
O -4.00658 -0.42588 -0.86049
P -3.47659 0.31035 0.29180
H -3.32635 -0.82757 1.10225
```

Properties
* orbital gap: 8.952 eV
* HOMO energy: -9.287 eV
* charge: 0

---

three:
The following is a DFT calculation (wB97M-V/def2-TZVPD) of one molecule with the formula C2H4NOP.

Structure (XYZ):
```
9
C2H4NOP wB97M-V/def2-TZVPD
C 0.32693 -0.88713 0.09217
C 0.31628 0.95480 -0.04290
O -0.98181 1.23838 0.19715
P -2.08478 -0.04569 -0.03834
N -1.04929 -1.18537 0.06240
H 0.88605 -1.55283 -0.76686
H 0.88969 -1.09288 0.93699
H 1.09623 1.22030 0.60164
H 0.60070 1.35041 -1.04225
```

Properties
* orbital gap: 9.621 eV
* HOMO energy: -9.645 eV
* charge: 0

---

Quick look at relative energies in eV: one 1.381; two 1.259; three 0.000.